Entry 1:
A 6-piece molecular cluster, C31H77F3N4O11 overall in a non-equilibrium geometry, computed with the ωB97M-V functional and the def2-TZVPD basis.

The spin multiplicity is 1. The energy above the lowest of the compared OMol25 structures with the same formula, charge and spin is 5.383 eV. For the LUMO energy, the calculation gives -5.41 eV. As for the orbital gap: 1.963 eV. Its HOMO energy is -7.369 eV. Its net charge is +2. For the largest force on an atom, the calculation gives 4.3 eV/A.

Each line ends with the Mulliken charge.
Positions of all 126 atoms, in Å:
1 C -6.381 4.729 1.695  -0.1194
2 O -4.946 4.727 1.400  -0.2612
3 O -6.984 5.478 0.766  -0.8591
4 C -6.832 3.268 1.925  0.7692
5 F -7.919 3.153 2.720  -0.2903
6 F -7.067 2.550 0.806  -0.2638
7 F -5.868 2.580 2.629  -0.2929
8 C -4.491 3.915 0.324  -0.4803
9 C -3.065 3.541 0.673  -0.6024
10 H -3.135 3.156 1.690  0.2216
11 H -2.693 2.778 -0.019  0.2585
12 H -2.408 4.413 0.624  0.1631
13 H -4.608 4.447 -0.621  0.2751
14 H -5.043 2.976 0.253  0.2983
15 H -6.475 5.303 2.628  0.1991
16 C 1.083 -0.241 2.010  0.1933
17 C 0.726 0.753 0.914  1.1141
18 C -0.155 1.898 1.403  -0.9858
19 O 1.862 1.295 0.309  -1.5479
20 H 1.482 -1.215 1.735  -0.6929
21 H 0.122 -0.432 2.508  0.2859
22 H 1.689 0.249 2.776  -0.1965
23 H 0.163 0.172 0.157  -0.1076
24 H -1.087 1.500 1.819  0.5944
25 H -0.464 2.639 0.673  -0.3259
26 H 0.334 2.329 2.280  -0.0174
27 C 5.544 3.886 -2.765  -0.7119
28 O 4.953 2.650 -2.371  -0.4060
29 C 3.804 2.261 -3.063  -0.5858
30 C 2.639 3.228 -2.925  -0.4944
31 N 2.371 3.423 -1.478  1.0342
32 H 2.107 2.515 -1.046  -0.3874
33 H 3.247 3.704 -1.040  0.3458
34 C 1.323 4.477 -1.223  -0.8451
35 C -0.068 4.048 -1.686  -0.2348
36 O -0.224 4.191 -3.096  -0.4029
37 C -1.626 4.282 -3.403  -0.8094
38 H 6.558 3.959 -2.381  0.2581
39 H 4.965 4.725 -2.368  0.2934
40 H 5.595 3.989 -3.851  0.3394
41 H 3.519 1.253 -2.747  0.1117
42 H 4.075 2.059 -4.108  0.5404
43 H 1.734 2.854 -3.401  0.4069
44 H 2.879 4.177 -3.403  0.4352
45 H 1.653 5.395 -1.705  0.4761
46 H 1.364 4.617 -0.143  0.4097
47 H -0.795 4.720 -1.222  0.5358
48 H -0.294 3.030 -1.357  0.2468
49 H -2.067 5.257 -3.184  0.3305
50 H -2.310 3.579 -2.921  0.2807
51 H -1.584 4.100 -4.475  0.3115
52 C -5.926 -9.128 0.581  -0.7634
53 O -4.793 -8.407 0.121  -0.3039
54 C -4.915 -7.954 -1.187  -0.6153
55 C -3.636 -7.187 -1.487  -0.6294
56 N -3.432 -6.035 -0.530  -0.0717
57 H -4.225 -5.386 -0.535  0.4642
58 H -3.527 -6.304 0.459  0.4690
59 C -2.174 -5.237 -0.672  -0.7333
60 C -2.197 -4.019 0.231  -0.1874
61 O -1.705 -4.401 1.490  -0.4033
62 C -1.634 -3.392 2.508  -0.6664
63 H -6.875 -8.602 0.445  0.3446
64 H -5.806 -9.348 1.638  0.2455
65 H -5.972 -10.056 0.004  0.3123
66 H -5.752 -7.252 -1.324  0.3697
67 H -5.089 -8.663 -2.004  0.4429
68 H -3.681 -6.705 -2.464  0.4182
69 H -2.741 -7.806 -1.496  0.3554
70 H -2.095 -4.879 -1.698  0.2436
71 H -1.300 -5.841 -0.441  0.3095
72 H -3.179 -3.535 0.314  0.5696
73 H -1.582 -3.236 -0.224  -0.0219
74 H -1.151 -3.735 3.418  0.2847
75 H -2.686 -3.147 2.665  0.4149
76 H -1.096 -2.488 2.212  0.1452
77 C 4.244 -0.588 4.577  -0.8253
78 O 4.117 0.662 3.942  -0.2671
79 C 4.744 0.634 2.674  -0.2069
80 C 4.866 2.077 2.201  -0.7569
81 N 3.570 2.886 2.149  0.7293
82 H 3.752 3.768 1.676  0.4952
83 H 2.940 2.364 1.505  -0.4260
84 C 2.787 3.130 3.426  -0.3485
85 C 3.658 3.705 4.521  -0.8970
86 O 4.421 4.778 3.989  -0.3775
87 C 5.408 5.236 4.883  -0.7793
88 H 3.615 -1.408 4.223  0.2094
89 H 3.961 -0.508 5.632  0.3095
90 H 5.279 -0.910 4.736  0.3625
91 H 4.084 0.051 2.024  0.0476
92 H 5.763 0.255 2.777  0.5656
93 H 5.168 2.184 1.158  0.4617
94 H 5.597 2.604 2.811  0.3380
95 H 2.406 2.150 3.712  0.0834
96 H 1.844 3.647 3.247  0.7235
97 H 4.339 2.937 4.899  0.3704
98 H 3.076 4.090 5.362  0.5591
99 H 5.065 5.294 5.919  0.3355
100 H 5.622 6.273 4.617  0.2751
101 H 6.338 4.666 4.801  0.2921
102 C 1.676 -3.976 0.637  -0.9827
103 O 0.997 -3.568 -0.539  -0.0822
104 C 1.679 -2.508 -1.179  0.3983
105 C 0.789 -2.188 -2.396  -1.0412
106 N 0.971 -3.243 -3.447  0.0529
107 H 1.923 -3.326 -3.797  0.3998
108 H 0.623 -4.122 -3.066  0.3764
109 C 0.224 -3.003 -4.785  -0.8984
110 C -1.253 -2.613 -4.691  -0.3891
111 O -1.338 -1.388 -4.022  -0.2240
112 C -2.675 -1.030 -3.658  -0.6681
113 H 1.800 -3.261 1.457  0.1906
114 H 2.731 -4.222 0.471  0.4074
115 H 1.233 -4.845 1.118  0.3123
116 H 2.704 -2.689 -1.514  0.4735
117 H 1.615 -1.607 -0.560  -0.3967
118 H 1.009 -1.254 -2.911  0.5950
119 H -0.245 -2.060 -2.093  0.0155
120 H 0.509 -3.820 -5.442  0.4507
121 H 0.739 -2.098 -5.116  0.3935
122 H -1.826 -3.412 -4.205  0.2692
123 H -1.594 -2.447 -5.717  0.4937
124 H -2.650 0.025 -3.407  0.1854
125 H -3.014 -1.662 -2.831  0.2227
126 H -3.326 -1.256 -4.506  0.3716

---

Entry 2:
A 18-piece molecular cluster, C31H78Cl2F6NO22 overall in a non-equilibrium geometry, computed with the ωB97M-V functional and the def2-TZVPD basis.

The spin multiplicity is 1. For the LUMO energy, the calculation gives -5.00 eV. As for the orbital gap: 6.292 eV. Its HOMO energy is -11.292 eV. Its net charge is +1. For the largest force on an atom, the calculation gives 3.1 eV/A.

Each line ends with the Mulliken charge.
Positions of all 140 atoms, in Å:
1 C 4.069 -0.191 -2.573  -1.4177
2 C 3.714 -1.400 -3.410  0.3305
3 Cl 4.967 -1.801 -4.573  -0.0776
4 C 3.336 -2.647 -2.585  -0.1044
5 Cl 4.582 -2.930 -1.362  -0.2162
6 C 1.999 -2.406 -1.957  -0.3987
7 C 1.884 -2.062 -0.684  -0.2138
8 N 0.689 -1.819 -0.180  0.3589
9 C -0.398 -1.906 -0.891  -1.1067
10 C -0.357 -2.279 -2.152  0.6861
11 C -1.590 -2.391 -2.989  0.4716
12 O -1.545 -2.478 -4.196  -0.5186
13 C -3.025 -2.353 -2.333  0.6876
14 F -3.761 -3.232 -2.986  -0.2905
15 F -3.005 -2.717 -1.048  -0.2940
16 C -3.627 -0.914 -2.553  0.5806
17 F -2.673 -0.088 -2.983  -0.2625
18 F -4.544 -0.998 -3.489  -0.2797
19 C -4.273 -0.255 -1.294  0.7753
20 F -5.250 -1.003 -0.851  -0.2731
21 F -4.778 0.912 -1.699  -0.2715
22 C -3.270 0.084 -0.182  0.3025
23 O -3.310 -0.520 0.885  -0.7425
24 O -2.366 0.998 -0.468  -0.1046
25 C 0.860 -2.538 -2.697  -0.7043
26 C 1.002 -2.976 -4.139  0.2754
27 O 1.079 -2.204 -5.060  -0.4992
28 O 1.056 -4.313 -4.318  -0.4947
29 H 3.296 -0.015 -1.833  0.2143
30 H 5.031 -0.296 -2.106  0.4239
31 H 4.034 0.659 -3.231  0.4738
32 H 2.818 -1.122 -3.944  0.3690
33 H 3.294 -3.525 -3.213  0.7049
34 H 2.756 -1.974 -0.071  0.6422
35 H 0.612 -1.555 0.801  0.1882
36 H -1.295 -1.669 -0.378  0.9000
37 H -1.914 1.171 0.373  0.3427
38 H 0.572 -4.761 -3.617  0.4185
39 C -2.246 3.511 -2.029  -0.3152
40 O -1.441 4.686 -1.984  -0.5390
41 H -1.601 2.663 -1.856  0.0822
42 H -3.017 3.545 -1.254  0.1224
43 H -2.716 3.405 -3.011  0.3272
44 H -2.011 5.441 -2.144  0.3008
45 C -4.797 1.894 3.115  -0.3625
46 O -5.666 1.730 1.990  -0.5636
47 H -5.029 2.840 3.594  0.1840
48 H -4.952 1.082 3.831  0.3082
49 H -3.752 1.909 2.792  0.1389
50 H -5.453 0.889 1.581  0.2820
51 C -2.190 3.517 5.987  -0.6238
52 O -2.371 3.689 4.587  -0.3906
53 H -1.944 2.473 6.169  0.1991
54 H -1.373 4.143 6.355  0.2707
55 H -3.107 3.766 6.527  0.2707
56 H -2.592 4.616 4.437  0.2198
57 C -3.928 -6.024 -5.198  -0.5384
58 O -4.279 -6.322 -3.845  -0.4960
59 H -4.059 -6.926 -5.788  0.2861
60 H -4.577 -5.238 -5.592  0.2862
61 H -2.885 -5.703 -5.256  0.1681
62 H -4.159 -5.518 -3.336  0.2997
63 C -4.097 7.361 5.046  -0.6739
64 O -4.031 6.165 4.258  -0.2584
65 H -3.441 7.246 5.906  0.3176
66 H -3.766 8.216 4.451  0.2544
67 H -5.115 7.525 5.389  0.2672
68 H -4.615 6.286 3.503  0.2164
69 C 7.057 -5.472 -2.395  -0.5641
70 O 6.328 -4.603 -3.260  -0.4018
71 H 6.395 -5.791 -1.592  0.0800
72 H 7.401 -6.348 -2.942  0.3550
73 H 7.913 -4.940 -1.968  0.3637
74 H 6.920 -4.326 -3.966  0.1670
75 C -6.614 10.575 6.129  -0.5335
76 O -6.699 9.162 5.947  -0.4492
77 H -5.564 10.853 6.087  0.2126
78 H -7.154 11.101 5.339  0.2641
79 H -7.020 10.865 7.101  0.2519
80 H -7.628 8.921 5.985  0.2722
81 C 5.400 -9.219 -3.456  -0.5950
82 O 6.286 -8.544 -2.565  -0.4170
83 H 4.844 -8.465 -4.007  0.1815
84 H 5.959 -9.837 -4.162  0.2919
85 H 4.699 -9.847 -2.902  0.2644
86 H 6.775 -9.218 -2.084  0.2660
87 C 7.593 -6.653 1.205  -0.5270
88 O 7.763 -7.773 0.344  -0.5137
89 H 8.105 -6.854 2.142  0.2754
90 H 8.024 -5.757 0.750  0.2344
91 H 6.529 -6.493 1.406  0.2233
92 H 7.300 -7.570 -0.475  0.3469
93 C 9.201 -2.629 -5.771  -0.6431
94 O 7.791 -2.529 -5.574  -0.4135
95 H 9.653 -2.884 -4.816  0.2123
96 H 9.438 -3.411 -6.496  0.3021
97 H 9.613 -1.677 -6.115  0.2732
98 H 7.395 -2.303 -6.419  0.2777
99 C -1.220 -1.823 3.622  -0.7627
100 O -1.207 -0.948 2.477  -0.3893
101 H -0.195 -2.075 3.880  0.3344
102 H -1.684 -1.331 4.470  0.3164
103 H -1.766 -2.740 3.386  0.3176
104 H -2.123 -0.728 2.256  0.2927
105 C -0.873 7.297 2.771  -0.4819
106 O 0.127 8.062 3.445  -0.5735
107 H -1.533 7.982 2.245  0.2601
108 H -0.406 6.619 2.051  0.3380
109 H -1.455 6.722 3.496  0.1496
110 H 0.699 7.442 3.907  0.3069
111 C -5.844 -8.512 -1.606  -0.4958
112 O -6.619 -7.738 -2.508  -0.5042
113 H -6.486 -8.805 -0.778  0.2464
114 H -5.461 -9.413 -2.093  0.2389
115 H -5.004 -7.929 -1.215  0.1984
116 H -6.041 -7.483 -3.235  0.3175
117 C -2.655 -3.211 6.874  -0.5773
118 O -1.428 -2.583 6.497  -0.4830
119 H -2.883 -3.971 6.132  0.2274
120 H -2.562 -3.686 7.852  0.2890
121 H -3.470 -2.483 6.900  0.2678
122 H -1.233 -1.914 7.158  0.2837
123 C -4.968 6.358 0.016  -0.5311
124 O -4.511 6.426 1.365  -0.4354
125 H -6.005 6.682 -0.003  0.2598
126 H -4.377 7.019 -0.624  0.2487
127 H -4.909 5.334 -0.360  0.1539
128 H -3.594 6.139 1.380  0.2051
129 C 7.457 2.506 -2.556  -0.5411
130 O 6.093 2.095 -2.446  -0.4396
131 H 7.954 1.825 -3.241  0.2063
132 H 7.524 3.522 -2.951  0.2511
133 H 7.954 2.461 -1.584  0.2581
134 H 5.659 2.701 -1.841  0.2661
135 C 3.145 10.076 2.553  -0.5203
136 O 3.070 8.664 2.384  -0.5072
137 H 4.193 10.363 2.507  0.2300
138 H 2.600 10.592 1.759  0.2407
139 H 2.737 10.373 3.523  0.2404
140 H 2.140 8.422 2.428  0.3242

---

Entry 3:
C31H81HgN3O13 as an isolated structure in a non-equilibrium geometry, computed with the ωB97M-V functional and the def2-TZVPD basis.

The spin multiplicity is 1. For the LUMO energy, the calculation gives 0.53 eV. As for the orbital gap: 8.719 eV. Its HOMO energy is -8.188 eV. Its net charge is 0. For the largest force on an atom, the calculation gives 3.3 eV/A.

Each line ends with the Mulliken charge.
Positions of all 129 atoms, in Å:
1 Hg -1.254 0.289 -1.296  1.3058
2 O -2.671 -0.985 -0.424  0.4994
3 C -3.546 -0.291 0.418  -1.0471
4 C -2.788 0.649 1.322  -0.1567
5 O -1.817 1.360 0.678  0.5867
6 H -4.195 -1.025 1.068  0.1980
7 H -4.288 0.237 -0.159  0.1594
8 H -2.388 -0.045 2.107  -0.4093
9 H -3.515 1.281 1.858  0.3391
10 C -3.266 4.239 0.359  -0.6415
11 O -3.306 3.112 -0.565  -0.5259
12 H -2.153 4.372 0.623  0.0459
13 H -3.642 5.074 -0.199  0.3312
14 H -3.854 4.016 1.220  0.2267
15 H -2.761 2.373 -0.155  -0.0419
16 C -0.219 3.563 2.575  -0.9684
17 O 0.114 2.240 2.068  -0.1892
18 H -0.007 4.339 1.852  0.2249
19 H -1.261 3.646 2.867  0.3462
20 H 0.458 3.768 3.466  0.2168
21 H -0.693 1.956 1.533  -0.2553
22 C 5.427 1.406 -3.060  -1.6282
23 C 3.962 1.335 -3.417  0.5947
24 C 3.534 0.134 -4.395  -1.0645
25 O 3.172 1.290 -2.244  -0.2445
26 H 6.103 1.873 -3.758  0.4479
27 H 5.875 0.394 -3.032  0.3682
28 H 5.743 1.802 -2.048  0.3010
29 H 3.732 2.297 -3.913  0.3723
30 H 2.689 0.548 -4.897  0.2619
31 H 3.354 -0.822 -3.870  0.1066
32 H 4.379 -0.121 -5.033  0.5052
33 H 3.586 0.660 -1.606  -0.0615
34 C -0.574 -4.622 0.618  -1.1234
35 C -1.134 -3.773 1.774  0.5829
36 C -0.403 -4.073 3.069  -1.5941
37 O -0.888 -2.391 1.513  0.2563
38 H 0.490 -4.468 0.475  0.2396
39 H -1.069 -4.266 -0.320  0.1399
40 H -0.794 -5.711 0.694  0.4171
41 H -2.173 -3.929 2.020  0.3936
42 H -0.930 -3.553 3.843  0.3430
43 H 0.664 -3.882 3.033  0.2804
44 H -0.697 -5.093 3.354  0.4568
45 H -1.366 -2.062 0.723  -0.3661
46 C -5.532 -3.583 -1.176  -1.1293
47 C -5.298 -2.736 -2.445  0.4792
48 C -6.118 -1.409 -2.437  -1.0227
49 O -3.902 -2.444 -2.597  -0.4527
50 H -6.533 -3.980 -1.124  0.4565
51 H -5.350 -2.917 -0.254  0.1320
52 H -4.658 -4.296 -1.206  0.2739
53 H -5.461 -3.390 -3.300  0.3988
54 H -5.969 -0.820 -3.333  0.2161
55 H -5.828 -0.836 -1.506  0.0903
56 H -7.184 -1.537 -2.168  0.4509
57 H -3.613 -2.091 -1.730  -0.2322
58 C -0.557 -1.910 -4.613  -0.8411
59 O 0.101 -1.418 -3.497  0.1071
60 C 0.618 -2.462 -2.674  -0.6484
61 C 1.519 -1.801 -1.692  0.2532
62 N 0.797 -1.384 -0.538  1.2392
63 C 1.524 -0.453 0.280  2.1835
64 C 2.910 -0.861 0.800  -1.4810
65 O 3.874 -0.662 -0.216  -0.2136
66 C 5.124 -0.844 0.261  -1.0122
67 H 0.050 -2.717 -5.047  0.4274
68 H -0.592 -1.066 -5.349  0.2434
69 H -1.590 -2.222 -4.466  0.0669
70 H 1.087 -3.291 -3.233  0.7451
71 H -0.214 -2.914 -2.037  -0.1693
72 H 2.038 -0.963 -2.133  -0.7126
73 H 2.376 -2.470 -1.353  0.2805
74 H 0.559 -2.192 0.029  -0.7674
75 H 0.937 -0.232 1.194  -1.6994
76 H 1.480 0.516 -0.262  -0.3133
77 H 2.903 -1.923 1.018  0.4839
78 H 3.097 -0.308 1.725  0.6755
79 H 5.274 -1.911 0.542  0.3238
80 H 5.314 -0.211 1.126  0.3727
81 H 5.807 -0.619 -0.534  0.2679
82 C 0.868 5.781 -3.810  -0.8637
83 O 0.242 4.649 -3.399  -0.2428
84 C 0.840 4.161 -2.190  -1.1452
85 C 0.026 3.008 -1.753  -0.2335
86 N 0.140 1.687 -2.442  1.3198
87 C -0.236 1.710 -3.908  -0.1985
88 C -1.705 1.787 -4.143  -1.5339
89 O -2.496 0.854 -3.449  0.0386
90 C -3.873 1.213 -3.456  -0.4558
91 H 0.343 5.996 -4.731  0.2513
92 H 1.936 5.589 -4.050  0.3199
93 H 0.833 6.639 -3.173  0.3342
94 H 0.778 4.924 -1.452  0.6579
95 H 1.901 3.844 -2.330  0.1997
96 H -0.999 3.194 -1.811  0.8155
97 H 0.246 2.807 -0.659  -0.3777
98 H 1.091 1.334 -2.373  -0.6717
99 H 0.097 0.709 -4.264  -0.0325
100 H 0.349 2.515 -4.386  0.6521
101 H -1.923 1.712 -5.246  0.3465
102 H -1.927 2.804 -3.914  0.6278
103 H -4.321 0.438 -2.875  -0.4540
104 H -4.263 1.122 -4.516  0.4177
105 H -4.044 2.176 -3.018  0.4128
106 C -1.532 -0.616 6.206  -0.9385
107 O -0.552 -1.093 5.289  -0.3261
108 C -0.146 0.044 4.511  -0.4622
109 C 1.032 -0.433 3.682  0.2072
110 N 2.194 -0.775 4.516  0.0277
111 C 2.772 0.394 5.112  -0.3367
112 C 4.102 0.025 5.770  -0.7175
113 O 3.785 -0.868 6.806  -0.3765
114 C 4.276 -2.209 6.800  -0.6882
115 H -2.481 -0.591 5.718  0.2982
116 H -1.251 0.368 6.540  0.3756
117 H -1.596 -1.271 7.120  0.2441
118 H 0.254 0.917 5.105  0.4298
119 H -0.971 0.288 3.853  0.2958
120 H 1.422 0.317 3.002  0.1624
121 H 0.671 -1.298 3.103  -0.5795
122 H 2.001 -1.462 5.320  0.4164
123 H 2.178 0.966 5.928  0.1858
124 H 2.902 1.122 4.304  0.2984
125 H 4.429 0.905 6.255  0.3990
126 H 4.864 -0.438 5.098  0.3593
127 H 5.364 -2.195 6.950  0.3137
128 H 3.980 -2.786 5.917  0.2836
129 H 3.787 -2.748 7.651  0.2415